(1)
{
  "formula": "C2H9NO2",
  "method": "ωB97M-V/def2-TZVPD",
  "species": ["C", "N", "C", "O", "H", "H", "H", "H", "H", "H", "H", "O", "H", "H"],
  "xyz": [[0.46166, -1.54583, 0.36052], [-0.45052, -0.39175, 0.39527], [-0.55142, 0.34334, -0.82665], [-0.96919, -0.38963, -1.99085], [1.35485, -1.29256, 0.93625], [-0.06794, -2.40534, 0.74972], [0.86511, -1.72240, -0.63692], [-1.38166, -0.63204, 0.70414], [0.44560, 0.68037, -1.10381], [-1.21068, 1.20034, -0.71116], [-1.84929, -0.73501, -1.80085], [1.43116, 1.86337, 1.85468], [0.64516, 1.59066, 2.33984], [1.30510, 1.39914, 1.02158]],
  "mulliken_charge": [-0.7663, -0.2551, -0.6232, -0.5096, 0.2546, 0.3355, 0.2788, 0.2517, 0.3575, 0.3908, 0.3122, -0.6566, 0.3330, 0.2968],
  "e_homo_ev": -9.627,
  "de_lowest_kcal_mol": 5.97,
  "orbital_gap_ev": 10.292,
  "lumo_ev": 0.7,
  "total_energy_ha": -286.80888
}

(2)
{
  "formula": "C35H32BaN8O4SSe2",
  "method": "ωB97M-V/def2-TZVPD",
  "species": ["Ba", "C", "N", "C", "C", "N", "C", "C", "C", "C", "C", "C", "N", "C", "N", "C", "C", "C", "C", "C", "C", "N", "H", "H", "H", "H", "H", "H", "H", "H", "H", "H", "H", "H", "H", "H", "H", "C", "C", "C", "C", "C", "C", "C", "S", "O", "O", "N", "C", "C", "O", "O", "H", "H", "H", "H", "H", "H", "H", "H", "H", "Se", "Se", "C", "C", "C", "C", "C", "N", "C", "C", "C", "C", "C", "N", "H", "H", "H", "H", "H", "H", "H", "H"],
  "xyz": [[0.53750, -0.19459, -0.61307], [-2.47299, 1.41667, -0.12078], [-1.86329, 0.33643, 0.70727], [-2.05636, 0.48260, 2.11469], [-1.31931, 1.67254, 2.61681], [-0.55490, 2.43954, 1.89228], [-0.13784, 3.42855, 2.75940], [0.64730, 4.54575, 2.50997], [0.91172, 5.39070, 3.56139], [0.40680, 5.13410, 4.84323], [-0.39039, 4.04198, 5.10585], [-0.65957, 3.20441, 4.03864], [-1.42806, 2.06440, 3.91706], [-1.78452, 1.57731, -1.46970], [-0.57754, 2.08139, -1.61780], [-0.37017, 2.14638, -2.98735], [0.69347, 2.67254, -3.70840], [0.60582, 2.64325, -5.07481], [-0.50626, 2.09360, -5.72533], [-1.57369, 1.58110, -5.02338], [-1.48309, 1.63786, -3.64280], [-2.36891, 1.29781, -2.65235], [-3.53793, 1.20904, -0.29024], [-2.35504, 2.38391, 0.39987], [-2.31190, -0.52744, 0.37347], [-3.11540, 0.58761, 2.41893], [-1.68723, -0.42566, 2.59532], [1.02442, 4.73820, 1.52362], [1.51145, 6.26399, 3.39827], [0.63601, 5.81629, 5.63966], [-0.78299, 3.86354, 6.08927], [-1.97201, 1.60883, 4.63877], [1.55365, 3.08964, -3.20346], [1.40711, 3.04484, -5.66489], [-0.53088, 2.07933, -6.79719], [-2.42992, 1.17246, -5.52061], [-3.18191, 0.71378, -2.73344], [-3.13775, -6.71539, 2.72452], [-2.95853, -5.66702, 1.67592], [-2.17760, -4.54761, 1.91099], [-1.97684, -3.59885, 0.93039], [-2.56232, -3.75799, -0.31154], [-3.34030, -4.87347, -0.57314], [-3.53758, -5.81306, 0.42599], [-2.34783, -2.51494, -1.58668], [-3.17741, -1.37037, -1.17372], [-2.76627, -3.14444, -2.82559], [-0.86903, -2.02522, -1.55886], [0.22058, -3.11674, -1.60005], [1.31948, -2.50471, -0.68204], [2.17513, -1.77710, -1.27662], [1.07417, -2.38507, 0.54416], [-3.04519, -6.29784, 3.72582], [-2.38309, -7.49767, 2.62564], [-4.11219, -7.19082, 2.64369], [-1.70576, -4.42484, 2.87101], [-1.32454, -2.76960, 1.11078], [-3.77653, -4.99145, -1.54079], [-4.15142, -6.68029, 0.22391], [0.60008, -3.25784, -2.62198], [-0.16541, -4.05940, -1.20693], [4.88238, 0.76485, -0.82381], [3.16551, 2.32828, -0.46191], [3.01900, 1.99527, 1.43497], [3.57315, 2.89261, 2.33766], [3.41660, 2.64001, 3.68776], [2.73506, 1.50442, 4.07119], [2.23957, 0.66830, 3.08271], [2.36408, 0.90125, 1.79577], [4.17516, 0.02567, -2.45511], [4.90760, -1.02684, -2.99610], [4.45373, -1.59119, -4.16185], [3.29431, -1.09101, -4.73742], [2.66094, -0.04252, -4.10571], [3.09700, 0.51770, -2.98903], [4.10638, 3.76606, 1.98266], [3.81577, 3.31939, 4.42132], [2.59039, 1.26095, 5.10478], [1.71843, -0.23535, 3.33844], [5.79223, -1.40101, -2.50657], [4.98747, -2.40892, -4.61121], [2.89314, -1.49565, -5.64716], [1.75507, 0.37679, -4.51441]],
  "mulliken_charge": [1.6019, -0.6984, 0.4248, -1.1243, 0.2984, 0.0925, -0.0922, -0.4855, -0.7801, -0.4581, -1.1422, 0.7259, -0.0246, 0.2400, -0.6517, 0.8148, -0.6546, -0.6498, -0.4564, -1.1039, 0.4329, 0.0605, 0.5077, 0.4679, -0.3117, 0.3633, 0.4820, 0.6079, 0.4433, 0.4148, 0.4536, 0.2263, 0.2387, 0.4437, 0.4125, 0.4672, 0.3391, -1.4979, 0.9805, -1.3377, 0.1303, -0.3213, -0.6929, -0.7900, 1.1468, -0.8289, -0.8171, -0.4039, 0.0827, -0.4948, -0.4574, -0.5490, 0.3721, 0.2856, 0.3937, 0.4112, 0.6658, 0.5749, 0.3774, 0.3229, 0.4231, -0.0477, 0.0868, -0.0259, -0.6304, -0.2343, -0.7844, -0.5231, 0.4013, 0.6388, -0.8535, -0.3969, -1.1012, 0.2860, -0.0089, 0.4521, 0.4637, 0.4678, 0.4742, 0.3744, 0.4087, 0.4488, 0.2018],
  "e_homo_ev": -7.973,
  "orbital_gap_ev": 7.906,
  "lumo_ev": -0.1,
  "total_energy_ha": -7318.63589
}

(3)
{
  "formula": "C4H7N2",
  "method": "ωB97M-V/def2-TZVPD",
  "species": ["C", "N", "N", "C", "C", "C", "H", "H", "H", "H", "H", "H", "H"],
  "xyz": [[-1.57713, 0.02715, 0.78803], [-1.60885, 0.84106, -0.16291], [-0.24912, 0.99864, -0.77260], [0.47282, -0.07054, -1.42140], [0.68059, 0.21102, 0.08375], [-0.19129, -0.43711, 1.19721], [-2.29049, -0.19813, 1.49630], [-0.10105, 1.99923, -1.00284], [-0.25025, -0.88252, -1.80620], [1.10634, 0.25397, -2.17230], [1.63177, 0.46526, 0.39628], [-0.14347, -1.51587, 1.27245], [0.07994, -0.13074, 2.19825]],
  "mulliken_charge": [0.0215, -0.5612, 0.1970, -0.4200, -0.1683, -0.5882, 0.4638, 0.3503, 0.2294, 0.3489, 0.4223, 0.3068, 0.3976],
  "e_homo_ev": -16.007,
  "total_charge": 1,
  "de_lowest_kcal_mol": 88.38,
  "orbital_gap_ev": 12.388,
  "lumo_ev": -3.6,
  "total_energy_ha": -265.76764
}

(4)
{
  "formula": "C42H90N6O39",
  "method": "ωB97M-V/def2-TZVPD",
  "species": ["C", "C", "O", "C", "O", "O", "C", "H", "H", "H", "H", "H", "H", "H", "H", "C", "C", "O", "C", "O", "O", "C", "H", "H", "H", "H", "H", "H", "H", "H", "C", "C", "O", "C", "O", "O", "C", "H", "H", "H", "H", "H", "H", "H", "H", "C", "C", "O", "C", "O", "O", "C", "H", "H", "H", "H", "H", "H", "H", "H", "C", "C", "O", "C", "O", "O", "C", "H", "H", "H", "H", "H", "H", "H", "H", "C", "C", "O", "C", "O", "O", "C", "H", "H", "H", "H", "H", "H", "H", "H", "C", "C", "O", "C", "O", "O", "C", "H", "H", "H", "H", "H", "H", "H", "H", "C", "C", "O", "C", "O", "O", "C", "H", "H", "H", "H", "H", "H", "H", "H", "C", "C", "O", "C", "O", "O", "C", "H", "H", "H", "H", "H", "H", "H", "H", "C", "N", "O", "O", "H", "H", "H", "C", "N", "O", "O", "H", "H", "H", "C", "N", "O", "O", "H", "H", "H", "C", "N", "O", "O", "H", "H", "H", "C", "N", "O", "O", "H", "H", "H", "C", "N", "O", "O", "H", "H", "H"],
  "xyz": [[19.84324, 15.17802, 13.72727], [21.11537, 14.39777, 14.03275], [21.80754, 15.24324, 15.04250], [22.51707, 14.67643, 16.01964], [22.84240, 13.50200, 16.07438], [22.87730, 15.65319, 16.88800], [23.81695, 15.30162, 17.94512], [19.31627, 15.53644, 14.67508], [19.25869, 14.49442, 13.09671], [20.18230, 16.01907, 13.08160], [21.86217, 14.25796, 13.15539], [20.75776, 13.44820, 14.49411], [24.83320, 15.73106, 17.71930], [23.77805, 14.23274, 18.12562], [23.36975, 15.85047, 18.78615], [17.65663, 21.70054, 16.11031], [17.68465, 20.33949, 15.44077], [17.26099, 20.44995, 14.02290], [17.52648, 19.30953, 13.38716], [17.96586, 18.31172, 13.83602], [17.27111, 19.47878, 12.04862], [17.53220, 18.46428, 11.12278], [18.45412, 22.30030, 15.64789], [17.85431, 21.43582, 17.16760], [16.64878, 22.08708, 15.91858], [17.05060, 19.65931, 15.96270], [18.68553, 19.98844, 15.49844], [16.57082, 18.14291, 10.70661], [18.01818, 17.59952, 11.63082], [18.28287, 18.71398, 10.35388], [15.06912, 8.98847, 17.37561], [14.31931, 10.22565, 17.86505], [14.66768, 10.60767, 19.12856], [15.84105, 11.27113, 19.25286], [16.46984, 11.69008, 18.30402], [16.11440, 11.41209, 20.53569], [17.35534, 12.05085, 20.91528], [16.12825, 9.11595, 17.48089], [14.80185, 8.84949, 16.31194], [14.74737, 8.10560, 17.93165], [13.24565, 9.96897, 17.97993], [14.28335, 11.07642, 17.20390], [17.25196, 13.14744, 20.80115], [18.19919, 11.63652, 20.36491], [17.55719, 11.75842, 21.93322], [17.06574, 17.42992, 16.79182], [17.03990, 16.10973, 17.64604], [16.69151, 15.06064, 16.74415], [15.46990, 14.62660, 16.67828], [14.49259, 14.94187, 17.33601], [15.47143, 13.65814, 15.73614], [14.10259, 13.26190, 15.43250], [16.11207, 17.61107, 16.33472], [17.80444, 17.38434, 16.01930], [17.20362, 18.27216, 17.45492], [16.24257, 16.11982, 18.40610], [18.01449, 15.90172, 18.09324], [13.75011, 12.55742, 16.23881], [14.19989, 12.56284, 14.58789], [13.51068, 14.06888, 15.07825], [20.04509, 16.40996, 26.10639], [20.28697, 16.03054, 24.63416], [20.59828, 17.21832, 23.83760], [19.51938, 17.87951, 23.48038], [18.34486, 17.50687, 23.63450], [19.85256, 19.01572, 22.89700], [18.69280, 19.59275, 22.13144], [20.62763, 17.27739, 26.34652], [20.31186, 15.56833, 26.69831], [19.01233, 16.64064, 26.24284], [19.41660, 15.59969, 24.15283], [21.19011, 15.47967, 24.50166], [18.22323, 18.72630, 21.59758], [19.08579, 20.28947, 21.38998], [18.05398, 20.06919, 22.91581], [20.66423, 14.25399, 21.50018], [22.11286, 14.59195, 21.69318], [22.86961, 13.40648, 22.11290], [24.22961, 13.40550, 22.05188], [24.90414, 14.15704, 21.42092], [24.62622, 12.46577, 22.84412], [25.96788, 12.01536, 22.52364], [20.15055, 13.99202, 22.45766], [20.58615, 13.28791, 20.86418], [20.23743, 15.10497, 20.95128], [22.21872, 15.44580, 22.38055], [22.59530, 14.96122, 20.73757], [26.02433, 10.99150, 22.79915], [26.66096, 12.42732, 23.27006], [26.27613, 12.30814, 21.53403], [10.17853, 13.78501, 13.13520], [9.93185, 15.07799, 12.40118], [10.30573, 15.03824, 11.02892], [11.58214, 15.22679, 10.72666], [12.41295, 15.48156, 11.54144], [11.70248, 15.09767, 9.42119], [13.08861, 15.18863, 8.94285], [10.01119, 13.97698, 14.18020], [11.28308, 13.53664, 12.99615], [9.50351, 12.92105, 12.83180], [10.54909, 15.75985, 12.99283], [8.85528, 15.37234, 12.36940], [13.46333, 14.15653, 8.70323], [13.64701, 15.48283, 9.79226], [13.08365, 15.83018, 8.05211], [12.45498, 7.99185, 14.20561], [12.55823, 8.90006, 13.00542], [13.49041, 9.96073, 13.20470], [14.80248, 9.71438, 12.98888], [15.32677, 8.84105, 12.36728], [15.44017, 10.71495, 13.59296], [16.89903, 10.72982, 13.30964], [11.79608, 7.15813, 13.98132], [11.98158, 8.61846, 15.01661], [13.40587, 7.64502, 14.63108], [11.56814, 9.33035, 12.74144], [12.92100, 8.33173, 12.05154], [17.03011, 10.94028, 12.25442], [17.34601, 9.73467, 13.54628], [17.30387, 11.56925, 13.89466], [19.73618, 12.53382, 17.08265], [20.80650, 12.36647, 18.16570], [20.38952, 11.47777, 19.22349], [21.38708, 10.76059, 19.85992], [22.52230, 10.72288, 19.49933], [20.84381, 10.25949, 20.96681], [21.83540, 9.60230, 21.79123], [19.56706, 11.57137, 16.54777], [19.88292, 13.32534, 16.47253], [18.79473, 12.65248, 17.67557], [20.98732, 13.28948, 18.65923], [21.67200, 11.92317, 17.68026], [22.67315, 10.22448, 22.11348], [22.27111, 8.72434, 21.21517], [21.41339, 9.41173, 22.74200], [20.61925, 17.97978, 17.24800], [19.96254, 18.81460, 18.23085], [19.89632, 20.01651, 18.10559], [19.52784, 18.17315, 19.15311], [20.73269, 18.42410, 16.24629], [20.20114, 17.00843, 17.39356], [21.63307, 17.85631, 17.68003], [13.33090, 13.12647, 20.94429], [13.76797, 14.51785, 21.01447], [14.89219, 14.81581, 21.27674], [12.93550, 15.33560, 20.63188], [13.33089, 12.82142, 19.94331], [12.34586, 13.09016, 21.39062], [13.99312, 12.47981, 21.56689], [12.64530, 18.37105, 13.17765], [13.72410, 17.45471, 13.64644], [13.49388, 16.78189, 14.61626], [14.82177, 17.54255, 13.09471], [12.42636, 18.07052, 12.15144], [13.06181, 19.33717, 13.14623], [11.84295, 18.28393, 13.85208], [12.03204, 16.61065, 17.53724], [11.54870, 15.27168, 17.25880], [11.61494, 14.92138, 16.07299], [11.05892, 14.60863, 18.17331], [12.78315, 16.93200, 16.77580], [12.60530, 16.51922, 18.43288], [11.21888, 17.30095, 17.77528], [14.62527, 16.98497, 23.91022], [14.90702, 18.34000, 24.39326], [14.58790, 18.55851, 25.55932], [15.53910, 19.10605, 23.66206], [13.84542, 16.52353, 24.52132], [15.58085, 16.54843, 24.07299], [14.41325, 17.01254, 22.84712], [15.44658, 14.20106, 12.51726], [16.23262, 13.97862, 11.25274], [16.99878, 13.03778, 11.24837], [16.02354, 14.70017, 10.29539], [14.44433, 13.68905, 12.21535], [15.21013, 15.29020, 12.66256], [15.99428, 13.68084, 13.26795]],
  "mulliken_charge": [-0.4441, -0.4410, -0.2938, 0.8604, -0.6066, -0.2626, -0.6430, -0.1042, 0.3044, 0.3075, 0.3335, 0.2798, 0.2657, 0.3757, 0.1183, -1.4007, 0.4691, -0.3597, 0.6852, -0.2917, -0.4098, -0.4413, 0.3496, 0.3368, 0.3742, -0.0409, 0.1714, 0.2330, 0.0496, 0.3222, -0.9415, 1.0401, -0.4007, 0.5952, -0.2840, -0.4288, -0.4832, 0.2749, 0.0363, 0.3499, 0.4563, -0.7781, 0.2155, 0.2201, 0.3574, -1.1356, -0.3363, 0.1624, -0.0274, -0.5885, 0.4871, 0.0647, 0.6170, 0.2899, 0.4518, 0.2761, -0.0758, -0.2509, -0.2957, -0.0081, -1.3906, 0.1143, -0.3772, 0.8005, -0.5059, -0.3992, -0.3507, 0.3360, 0.4514, 0.2699, 0.2196, 0.2921, 0.0989, 0.1917, 0.2794, -0.2100, 0.2261, -0.2964, 0.7972, -0.5572, -0.3139, -0.7983, 0.3076, -0.5037, 0.3290, 0.3614, -0.4073, 0.2765, 0.2970, 0.3762, -0.5646, -0.0663, -0.3869, 0.7363, -0.4083, -0.3898, -0.4657, 0.2664, -0.0417, 0.2929, 0.0273, 0.3014, 0.2496, 0.1499, 0.2923, -0.9793, -0.3227, -0.1830, 0.5083, -0.5774, 0.1366, -0.7271, 0.4066, 0.2282, 0.2522, 0.3020, 0.3079, 0.3165, 0.4062, 0.0372, -0.3452, -0.2005, -0.1405, 0.7235, -0.5938, -0.2328, -0.5189, 0.2731, -0.2426, 0.0521, 0.0571, 0.5390, 0.0965, 0.2795, 0.2880, -0.7029, 0.9862, -0.6241, -0.3709, 0.2324, 0.0873, 0.4037, -0.7107, 0.9196, -0.4051, -0.5578, 0.1940, 0.3445, 0.2422, -1.0674, 0.7028, -0.2025, -0.3952, 0.2467, 0.3590, 0.3516, -0.4211, 0.9472, -0.4086, -0.5785, -0.0055, 0.0749, 0.3689, -0.6281, 0.8773, -0.5524, -0.5036, 0.3145, 0.2560, 0.2231, 0.4677, 1.1295, -0.6308, -0.6633, -0.0407, -0.4520, 0.1805],
  "e_homo_ev": -10.468,
  "de_lowest_kcal_mol": 33.65,
  "orbital_gap_ev": 10.430,
  "lumo_ev": 0.0,
  "total_energy_ha": -4916.64280
}